Below is C26H31LaO5P as an isolated structure at a distorted geometry, with properties calculated with the ωB97M-V functional and the def2-TZVPD basis.

The geometry in XYZ format:
```
64
Properties=species:S:1:pos:R:3:mulliken_charge:R:1
La -0.204 -1.118 0.102 2.179
P 0.361 2.072 0.053 2.168
O 1.559 -2.773 -0.486 -0.166
O 1.016 0.691 0.431 -0.250
O -0.946 -2.781 -1.620 -0.323
O -1.120 -3.340 1.064 -0.142
O 0.928 -1.945 2.094 -0.260
C 1.450 3.096 -4.230 -0.523
C -3.308 0.515 1.024 -0.709
C 1.967 3.835 1.356 -0.351
C -3.561 1.664 -1.076 -0.782
C -2.213 2.030 -1.047 -0.567
C -1.402 1.653 0.020 -0.309
C 1.280 -3.810 -1.464 -0.507
C 0.155 -3.350 -2.368 -0.752
C -0.403 3.939 1.896 -0.204
C 1.312 1.760 -3.850 -0.868
C 1.294 4.112 -3.303 -0.823
C -4.107 0.912 -0.054 -0.689
C 1.147 5.434 2.949 -0.482
C -0.152 4.978 2.778 -0.839
C -2.017 -3.640 -1.151 -0.784
C -1.972 0.878 1.054 -0.616
C 2.313 -2.209 1.740 -0.828
C 0.992 3.810 -1.980 -0.165
C -1.671 -4.320 0.154 -0.527
C 0.858 2.479 -1.587 0.190
C 2.204 4.866 2.243 -0.820
C 2.427 -3.199 0.601 -0.433
C 1.018 1.460 -2.536 0.166
C 0.217 -2.838 2.989 -0.634
C -0.499 -3.930 2.228 -0.642
C 0.656 3.365 1.181 0.110
H -4.180 1.983 -1.904 0.509
H -2.247 -4.382 -1.917 0.436
H 2.122 -4.204 0.897 0.323
H -3.742 -0.044 1.843 0.580
H 0.178 -4.717 1.890 0.313
H -2.886 -2.990 -1.046 0.272
H 2.729 -1.235 1.478 0.212
H -1.258 -4.383 2.870 0.523
H -1.420 3.596 1.755 0.362
H 2.795 3.405 0.804 0.439
H -0.481 -2.203 3.534 0.356
H 0.916 -3.264 3.710 0.387
H 0.484 -2.564 -3.048 0.312
H -5.156 0.646 -0.072 0.493
H -1.807 2.620 -1.859 0.533
H 1.410 5.144 -3.605 0.463
H 2.846 -2.580 2.616 0.496
H 2.173 -3.995 -2.064 0.508
H -0.195 -4.187 -2.973 0.448
H 0.866 4.610 -1.260 0.463
H -0.966 5.434 3.325 0.456
H 1.448 0.975 -4.581 0.447
H 0.953 0.408 -2.247 -0.110
H 3.210 5.237 2.385 0.447
H -0.932 -5.113 0.023 0.359
H -1.385 0.635 1.945 0.934
H 1.687 3.338 -5.257 0.435
H 1.031 -4.721 -0.917 0.282
H 3.461 -3.234 0.253 0.539
H 1.341 6.247 3.637 0.441
H -2.574 -4.759 0.583 0.521
```

## Properties
Calculated total energy   -47828.8980 eV
Maximum force   1.20 eV/A
HOMO level   -16.909 eV
Frontier orbital gap   8.046 eV
E_LUMO   -8.9 eV
Total charge   +3